Here is a structure of composition C11H5CuN2O5 from OMol25. Energies are from the ωB97M-V functional and the def2-TZVPD basis.

```
24
Properties=species:S:1:pos:R:3:forces:R:3:mulliken_spin:R:1
O 4.37564 1.27092 -5.45874 -1.31 -0.10 3.29 0.0008
C 3.94564 1.23755 -4.39060 1.29 0.11 -3.37 0.0017
Cu 1.09785 1.20625 -0.97404 -0.32 -0.69 0.34 0.2336
O 4.08580 1.20358 -1.18929 -4.55 -1.13 -0.59 -0.0132
C 2.95523 0.95562 -1.27457 6.10 0.77 0.71 0.0427
C 1.24650 1.22195 1.15070 -0.62 -0.52 3.12 0.0183
O 1.07892 1.11124 2.27268 0.65 0.40 -2.59 -0.0026
C -0.86078 0.80403 -2.08452 -4.80 -0.26 1.28 0.1087
O -2.00525 0.82317 -2.03358 2.79 0.03 -0.82 -0.0145
C 0.84193 3.06355 -1.23935 -1.01 5.54 -0.95 0.0009
O 0.67726 4.18619 -1.45699 0.69 -4.16 0.75 0.0043
H 0.81098 0.89325 -2.53731 1.26 -0.01 -1.26 0.6112
N -3.57886 -2.96467 4.03180 1.49 0.84 -1.72 0.0003
C -2.87041 -2.51958 3.21729 -0.55 -0.03 0.72 -0.0002
C -1.99561 -1.87502 2.20454 0.14 -1.10 0.42 0.0006
C -2.15852 -0.52978 1.86745 -1.00 0.31 0.34 -0.0002
C -1.36489 -0.00376 0.86116 -1.05 0.32 0.33 0.0034
N -0.51334 -0.71293 0.15687 0.65 0.74 0.21 0.0079
C -0.27832 -1.95447 0.55131 -0.72 0.17 0.79 0.0007
C -0.95397 -2.61007 1.57562 -0.68 1.35 -0.37 -0.0006
H -2.96059 0.09851 2.32114 0.90 -0.68 -0.24 0.0000
H -1.42340 1.04815 0.60245 -0.40 0.01 0.06 -0.0039
H 0.53436 -2.33119 0.03075 1.23 -1.59 -0.76 0.0004
H -0.68616 -3.62248 1.79523 -0.16 -0.33 0.33 -0.0001
```
Forces are in eV/Å.

Output
Kohn-Sham gap (spin up / spin down): 7.47 / 9.26 eV
Charge: +1
Multiplicity: 2
E_HOMO (spin up / spin down): -12.15 / -13.94 eV
Maximum force: 6.2 eV/A
E_LUMO (spin up / spin down): -4.7 / -4.7 eV